Record 1
Computed, not measured: an isolated molecule of C5H3NO in a non-equilibrium geometry, with ωB97M-V/def2-TZVPD.

Computed properties:
Energy above the lowest of the compared OMol25 structures with the same formula, charge and spin in kJ/mol: 292.2
Largest force on an atom in eV/Å: 1.987
SMILES: C#C/C=C(/O)C#N
Calculated total energy in Ha: -322.18048
Spin multiplicity: 1

Each line ends with the natural charge from an NBO analysis.
CARTESIAN COORDINATES (ANGSTROEM)
C -0.578754 2.218163 -0.954027  -0.17
C -0.030354 1.324086 -0.363408  -0.06
C 0.650604 0.264384 0.254042  -0.39
C 0.208829 -1.014344 0.391660  0.28
O 1.205570 -1.914938 0.341721  -0.61
C -1.135899 -1.437156 0.657825  0.21
N -2.222837 -1.695471 0.966458  -0.23
H -1.104241 3.012633 -1.426373  0.24
H 1.569000 0.469136 0.807944  0.24
H 1.822135 -1.251398 -0.069270  0.50

Cartesian forces (eV/Å) of the 3 atoms listed first:
0.0 -0.2 0.2
-0.7 0.7 0.1
-0.8 0.3 0.7

***

Record 2
Computed, not measured: an isolated molecule of C5H3NO, with ωB97M-V/def2-TZVPD.

Computed properties:
Energy above the lowest of the compared OMol25 structures with the same formula, charge and spin in kJ/mol: 318.8
Largest force on an atom in eV/Å: 0.962
SMILES: C#C[C@@]1(C#N)CO1
Calculated total energy in Ha: -322.17037
Spin multiplicity: 1

Each line ends with the natural charge from an NBO analysis.
CARTESIAN COORDINATES (ANGSTROEM)
C -1.079657 0.726284 -1.846046  -0.16
C -0.903003 0.559546 -0.664103  -0.05
C -0.197194 0.082133 0.514963  0.03
C -0.747819 -1.027451 1.292636  0.26
N -1.106334 -1.911615 1.942594  -0.27
C 1.260904 0.114594 0.311065  -0.05
O 0.650929 0.877909 1.337649  -0.42
H -1.245390 0.906818 -2.886678  0.24
H 1.782462 -0.826088 0.470891  0.20
H 1.626040 0.764353 -0.478994  0.20

Cartesian forces (eV/Å) of the 3 atoms listed first:
-0.3 0.1 0.6
0.1 0.1 -0.7
0.0 -0.2 -0.2

***

Record 3
Computed, not measured: an isolated molecule of C5H3NO in a non-equilibrium geometry, with ωB97M-V/def2-TZVPD.

Computed properties:
Energy above the lowest of the compared OMol25 structures with the same formula, charge and spin in kJ/mol: 170.8
Largest force on an atom in eV/Å: 2.795
SMILES: N#Cc1ccco1
Calculated total energy in Ha: -322.22676
Spin multiplicity: 1

Each line ends with the natural charge from an NBO analysis.
CARTESIAN COORDINATES (ANGSTROEM)
N 2.496268 -2.144505 0.229456  -0.27
C 1.589813 -1.452483 0.034983  0.24
C 0.549702 -0.517204 -0.169158  0.12
C 0.524770 0.812761 0.040844  -0.19
C -0.844444 1.200881 0.039273  -0.41
C -1.535808 0.078287 -0.349751  0.17
O -0.698792 -0.966073 -0.488167  -0.37
H 1.317383 1.511073 0.268143  0.24
H -0.842583 1.628408 1.028751  0.26
H -2.556307 -0.151145 -0.634373  0.22

Cartesian forces (eV/Å) of the 3 atoms listed first:
-0.8 0.5 -0.1
1.0 -0.7 -0.2
0.3 0.0 -0.5

***

Record 4
Computed, not measured: an isolated molecule of C5H3NO in a non-equilibrium geometry, with ωB97M-V/def2-TZVPD.

Computed properties:
Energy above the lowest of the compared OMol25 structures with the same formula, charge and spin in kJ/mol: 210.1
Largest force on an atom in eV/Å: 9.151
SMILES: N#Cc1ccoc1
Calculated total energy in Ha: -322.21179
Spin multiplicity: 1

Each line ends with the natural charge from an NBO analysis.
CARTESIAN COORDINATES (ANGSTROEM)
N -3.188262 -0.070091 -0.098734  -0.31
C -2.061284 -0.043583 -0.049588  0.29
C -0.617962 0.123174 0.229655  -0.25
C 0.368196 1.060001 0.057131  -0.31
C 1.637806 0.339745 -0.122691  0.15
O 1.307218 -0.843268 -0.000763  -0.36
C -0.027043 -1.054913 0.010266  0.11
H 0.312395 2.227955 0.115740  0.24
H 2.600816 0.418496 -0.329561  0.20
H -0.331880 -2.157514 0.188542  0.23

Cartesian forces (eV/Å) of the 3 atoms listed first:
-2.7 -0.4 -0.5
3.5 2.2 1.7
-3.2 -1.6 -2.2

***

Record 5
Computed, not measured: an isolated molecule of C5H3NO, with ωB97M-V/def2-TZVPD.

Computed properties:
Energy above the lowest of the compared OMol25 structures with the same formula, charge and spin in kJ/mol: 537.2
Largest force on an atom in eV/Å: 0.890
Calculated total energy in Ha: -322.08718
Spin multiplicity: 1

Each line ends with the natural charge from an NBO analysis.
CARTESIAN COORDINATES (ANGSTROEM)
C 2.594589 -0.279475 0.978350  0.11
C 1.338435 -0.447647 1.157032  -0.43
C 0.221756 -0.273409 0.432780  0.11
C -0.137116 1.041004 -0.165956  -0.17
O -1.257302 0.761375 -1.011500  -0.30
N -1.527934 -0.562012 -0.977466  0.03
C -0.737980 -1.177840 -0.160812  -0.09
H 0.719479 1.357011 -0.765713  0.25
H -0.394221 1.830262 0.545542  0.25
H -0.819710 -2.249273 -0.032254  0.24

Cartesian forces (eV/Å) of the 3 atoms listed first:
-0.7 -0.3 0.5
0.8 0.1 -0.4
0.1 0.2 -0.2

***

Record 6
Computed, not measured: an isolated molecule of C5H3NO in a non-equilibrium geometry, with ωB97M-V/def2-TZVPD.

Computed properties:
Energy above the lowest of the compared OMol25 structures with the same formula, charge and spin in kJ/mol: 160.4
Largest force on an atom in eV/Å: 1.084
SMILES: N#CC=C=CC=O
Calculated total energy in Ha: -322.23070
Spin multiplicity: 1

Each line ends with the natural charge from an NBO analysis.
CARTESIAN COORDINATES (ANGSTROEM)
N 3.396439 0.451838 -0.770228  -0.29
C 2.418198 0.617607 -0.173997  0.26
C 1.237328 0.648036 0.637918  -0.40
C 0.251541 -0.161011 0.345625  0.28
C -0.772190 -0.895821 0.001836  -0.41
C -2.000467 -0.187759 -0.462590  0.41
O -2.124779 1.011881 -0.398925  -0.50
H 1.218548 1.263376 1.533936  0.27
H -0.771413 -1.976488 0.127025  0.25
H -2.826109 -0.837384 -0.804275  0.13

Cartesian forces (eV/Å) of the 3 atoms listed first:
-0.9 0.4 0.5
0.9 -0.2 -0.6
-0.1 -0.3 0.0

***

Record 7
Computed, not measured: an isolated molecule of C5H3NO2 in a non-equilibrium geometry, with ωB97M-V/def2-TZVPD.

Computed properties:
Energy above the lowest of the compared OMol25 structures with the same formula, charge and spin in kJ/mol: 196.3
Largest force on an atom in eV/Å: 5.790
SMILES: O=CC1=NC=CC1=O
Calculated total energy in Ha: -397.45787
Spin multiplicity: 1

Each line ends with the natural charge from an NBO analysis.
CARTESIAN COORDINATES (ANGSTROEM)
O 1.011595 -2.343614 1.709401  -0.47
C 1.157114 -1.086244 1.543470  0.38
C 0.432826 -0.163809 0.468213  0.08
N 0.250942 1.054095 0.767464  -0.34
C -0.735434 1.535896 -0.422010  0.04
C -0.834547 0.646105 -1.405991  -0.37
C -0.269549 -0.607239 -0.871338  0.49
O -0.200115 -1.781457 -1.261934  -0.44
H 1.804078 -0.517717 2.259124  0.15
H -1.150169 2.548639 -0.380699  0.23
H -1.466742 0.715346 -2.405700  0.27

Cartesian forces (eV/Å) of the 3 atoms listed first:
0.3 5.7 -1.2
-0.7 -3.9 0.1
0.0 -1.4 1.0

***

Record 8
Computed, not measured: a cluster of 2 separate species, C5H4 in total in a non-equilibrium geometry, with ωB97M-V/def2-TZVPD.

Computed properties:
Energy above the lowest of the compared OMol25 structures with the same formula, charge and spin in kJ/mol: 911.2
Largest force on an atom in eV/Å: 10.779
Calculated total energy in Ha: -192.44709
Spin multiplicity: 1

Each line ends with the natural charge from an NBO analysis.
CARTESIAN COORDINATES (ANGSTROEM)
C -0.878174 0.610799 0.038726  -0.03
C 2.046739 -0.596632 0.734783  0.12
C -1.558539 1.044005 0.827884  0.02
C 2.007293 -0.939616 -0.498346  -0.55
C 2.307773 -0.803289 1.997387  -0.52
H 1.325360 -0.335927 -1.034815  0.21
H 2.379075 -1.521854 -1.392507  0.26
H 1.849239 -1.632665 2.611256  0.24
H 3.501420 -0.678453 2.016765  0.25

Cartesian forces (eV/Å) of the 3 atoms listed first:
6.5 -4.2 -7.5
0.7 -3.2 1.4
-6.5 4.2 7.5

***

Record 9
Computed, not measured: an isolated molecule of C5H4 in a non-equilibrium geometry, with ωB97M-V/def2-TZVPD.

Computed properties:
Energy above the lowest of the compared OMol25 structures with the same formula, charge and spin in kJ/mol: 403.9
Largest force on an atom in eV/Å: 2.729
Calculated total energy in Ha: -192.64029
Spin multiplicity: 1

Each line ends with the natural charge from an NBO analysis.
CARTESIAN COORDINATES (ANGSTROEM)
C 0.042876 -1.127649 0.034795  -0.44
C -1.645893 0.302356 -0.005192  0.23
C 0.386700 1.082896 0.005813  -0.41
C -0.390671 0.116553 -0.769577  -0.18
C -0.474863 0.044424 0.884857  -0.16
H -0.605407 -2.107508 0.063583  0.24
H 1.145793 -1.436924 -0.097559  0.25
H 0.134970 2.104889 -0.152676  0.23
H 1.406495 1.020965 0.035956  0.23

Cartesian forces (eV/Å) of the 3 atoms listed first:
-0.1 -2.4 -0.5
-0.7 0.1 0.0
-2.0 0.3 0.1

***

Record 10
Computed, not measured: a structure of composition C5H4 in a non-equilibrium geometry, with ωB97M-V/def2-TZVPD.

Computed properties:
Energy above the lowest of the compared OMol25 structures with the same formula, charge and spin in kJ/mol: 268.1
Largest force on an atom in eV/Å: 2.645
Calculated total energy in Ha: -192.69203
Spin multiplicity: 1

Each line ends with the natural charge from an NBO analysis.
CARTESIAN COORDINATES (ANGSTROEM)
C -0.081629 -0.968920 -0.012940  -0.27
C 0.680137 0.022814 -0.761058  -0.34
C -0.997665 0.005629 0.500027  -0.05
C -0.026722 1.061864 0.002791  -0.28
C 1.097131 0.063942 0.747157  -0.04
H 0.075997 -2.085541 -0.089606  0.25
H 1.234713 -0.141142 -1.615457  0.25
H -1.808092 -0.062068 1.307516  0.23
H -0.173873 2.103423 -0.078434  0.24

Cartesian forces (eV/Å) of the 3 atoms listed first:
-0.4 -1.8 -0.5
-0.4 0.1 2.2
2.0 0.2 1.0